No. 1
{"formula": "C6H17N2OSi", "method": "ωB97M-V with the def2-TZVPD basis set", "symbols": ["C", "C", "C", "C", "C", "C", "N", "N", "O", "Si", "H", "H", "H", "H", "H", "H", "H", "H", "H", "H", "H", "H", "H", "H", "H", "H", "H"], "coordinates": [[1.683, 1.479, -0.232], [2.288, -2.144, 0.673], [-3.319, 0.003, 1.127], [0.878, -1.763, 0.213], [-2.649, 1.028, 0.169], [0.796, -0.843, -0.862], [2.978, 1.709, -0.281], [1.022, 1.870, 0.833], [-1.274, 0.601, -0.159], [-0.821, -0.102, -1.575], [2.992, -1.914, -0.055], [2.293, -3.264, 0.875], [2.579, -1.661, 1.637], [-3.045, -0.944, 0.660], [-2.953, 0.281, 2.080], [-4.399, 0.186, 1.234], [0.015, -1.688, 0.907], [0.458, -2.614, -0.418], [-2.348, 1.961, 0.598], [-3.231, 1.109, -0.653], [1.620, -0.698, -1.635], [3.497, 1.408, -1.075], [3.424, 2.552, 0.104], [0.055, 1.686, 0.850], [1.364, 2.741, 1.358], [-0.231, 0.992, -2.553], [-1.948, -0.674, -2.400]], "homo_energy_ha": [-0.484, -0.484], "spin_multiplicity": 1, "charge": 1, "homo_lumo_gap_ha": [0.3111, 0.3111], "energy_ha": -712.70323}

---

No. 2
{"formula": "C6H17N3", "method": "ωB97M-V with the def2-TZVPD basis set", "symbols": ["C", "C", "C", "C", "C", "C", "N", "N", "N", "H", "H", "H", "H", "H", "H", "H", "H", "H", "H", "H", "H", "H", "H", "H", "H", "H"], "coordinates": [[0.084, -0.170, -0.780], [1.075, 0.067, 0.361], [-2.188, -0.581, 0.555], [-1.387, 1.677, 0.563], [0.313, 0.707, -2.016], [0.925, -0.677, 1.678], [-1.324, 0.384, -0.094], [-0.055, -1.520, -1.189], [2.474, -0.485, -0.329], [1.257, 1.130, 0.519], [0.020, -2.171, -0.417], [0.613, -1.765, -1.913], [2.879, 0.294, -0.847], [3.144, -0.681, 0.416], [-2.320, -1.487, -0.046], [-1.096, 1.632, 1.622], [-1.853, -0.871, 1.561], [-3.206, -0.180, 0.665], [-2.408, 2.079, 0.529], [-0.754, 2.420, 0.068], [-0.566, 0.678, -2.668], [1.176, 0.362, -2.594], [0.509, 1.746, -1.741], [0.108, -0.269, 2.278], [1.834, -0.573, 2.279], [0.744, -1.746, 1.539]], "homo_energy_ha": -0.281, "spin_multiplicity": 1, "homo_lumo_gap_ha": 0.3167, "energy_ha": -403.02432, "smiles": "C[C@@H](N)[C@@](C)(N)N(C)C"}

---

No. 3
{"formula": "C6H17N3OSi", "method": "ωB97M-V with the def2-TZVPD basis set", "symbols": ["C", "C", "C", "C", "C", "C", "N", "N", "N", "O", "Si", "H", "H", "H", "H", "H", "H", "H", "H", "H", "H", "H", "H", "H", "H", "H", "H", "H"], "coordinates": [[-0.220, -3.432, -0.597], [0.319, -2.211, -0.721], [-0.845, 0.432, 3.412], [0.987, 1.377, -2.594], [2.304, 0.680, -0.504], [0.072, 0.444, 2.259], [-2.605, 1.023, -0.768], [-2.044, -0.283, -0.996], [1.049, 0.988, -1.245], [-0.414, -0.353, 1.196], [-0.432, -0.481, -0.425], [0.189, -4.265, -1.102], [-1.098, -3.543, 0.088], [1.216, -2.264, -1.358], [-0.490, 1.105, 4.260], [-1.871, 0.846, 3.337], [-0.924, -0.617, 3.955], [0.331, 2.288, -2.695], [1.931, 1.582, -3.048], [0.431, 0.762, -3.232], [2.167, 0.912, 0.519], [2.878, -0.175, -0.737], [2.859, 1.550, -0.854], [1.084, 0.038, 2.475], [0.206, 1.523, 1.947], [-2.622, 1.189, 0.250], [-1.952, 1.709, -1.107], [-2.505, -0.824, -1.713]], "homo_energy_ha": -0.280, "spin_multiplicity": 1, "homo_lumo_gap_ha": 0.3128, "energy_ha": -767.72659, "smiles": "C=C[Si@@](NN)(OCC)N(C)C"}

---

No. 4
{"formula": "C6H17N4NaO3PS", "method": "ωB97M-V with the def2-TZVPD basis set", "symbols": ["N", "C", "N", "N", "C", "O", "C", "O", "N", "C", "C", "C", "S", "P", "O", "H", "H", "H", "H", "H", "H", "H", "H", "H", "H", "H", "H", "H", "H", "H", "H", "H", "Na"], "coordinates": [[1.402, -1.139, 1.274], [2.280, -0.858, 0.089], [2.046, -1.784, -1.058], [3.688, -1.069, 0.577], [2.045, 0.679, -0.435], [1.361, 1.371, 0.682], [0.565, 2.421, 0.158], [1.162, 3.466, -0.220], [-0.905, 2.420, 0.030], [-1.428, 1.269, -0.764], [-1.288, -0.170, -0.061], [-2.624, -1.051, -0.404], [-2.098, -2.701, -1.165], [-1.731, 2.634, 1.565], [-1.167, 1.809, 2.734], [0.763, -1.918, 1.064], [1.969, -1.384, 2.095], [1.107, -2.220, -1.020], [2.024, -1.229, -1.934], [4.125, -1.806, 0.007], [4.204, -0.182, 0.532], [1.300, 0.725, -1.313], [3.041, 1.182, -0.702], [-0.857, 1.208, -1.759], [-2.542, 1.476, -0.972], [-1.200, -0.148, 1.074], [-0.421, -0.739, -0.558], [-3.221, -1.308, 0.540], [-3.282, -0.538, -1.201], [-1.489, -3.361, -0.089], [-1.540, 4.027, 1.923], [-3.164, 2.485, 1.398], [-4.125, -3.566, -2.085]], "homo_energy_ha": -0.423, "spin_multiplicity": 1, "charge": 1, "homo_lumo_gap_ha": 0.2500, "energy_ha": -1585.09896}

---

No. 5
{"formula": "C6H17N4OPS", "method": "ωB97M-V with the def2-TZVPD basis set", "symbols": ["C", "C", "C", "C", "C", "C", "N", "N", "N", "N", "O", "P", "S", "H", "H", "H", "H", "H", "H", "H", "H", "H", "H", "H", "H", "H", "H", "H", "H", "H"], "coordinates": [[0.940, -1.302, 0.744], [1.488, -3.176, -0.943], [-2.082, 1.018, -1.445], [-2.224, 1.950, 0.920], [1.235, -2.783, 0.549], [-2.026, 0.691, 0.027], [1.453, 1.993, 1.301], [3.661, 1.348, 0.275], [-0.262, -0.907, 0.426], [-0.608, 0.356, 0.380], [1.896, -0.384, 0.952], [2.008, 0.997, 0.071], [1.579, 1.047, -1.855], [1.931, -4.063, -0.941], [0.446, -3.191, -1.298], [2.058, -2.274, -1.479], [-1.225, 1.477, -1.845], [-1.997, 0.141, -2.102], [-3.089, 1.445, -1.800], [-1.742, 2.905, 0.503], [-1.809, 1.826, 1.851], [-3.331, 2.001, 1.084], [2.219, -2.858, 1.203], [0.391, -3.461, 1.114], [-2.523, -0.213, 0.436], [1.719, 2.960, 1.223], [0.436, 2.091, 1.400], [3.726, 1.571, 1.263], [3.922, 2.043, -0.370], [-0.928, -1.611, 0.336]], "homo_energy_ha": -0.256, "spin_multiplicity": 1, "homo_lumo_gap_ha": 0.2833, "energy_ha": -1272.55364}

---

No. 6
{"formula": "C6H17NO", "method": "ωB97M-V with the def2-TZVPD basis set", "symbols": ["C", "C", "C", "C", "C", "C", "N", "H", "H", "H", "H", "H", "H", "H", "H", "H", "H", "H", "H", "H", "H", "H", "H", "H", "O"], "coordinates": [[-1.115, -1.723, -2.043], [-0.818, -1.073, -0.648], [-1.381, 0.450, -0.657], [-0.212, 1.400, -0.787], [0.847, 1.194, 0.358], [0.329, 1.926, 1.657], [-1.782, -1.768, 0.306], [-0.639, -1.309, -2.926], [-2.193, -1.831, -2.285], [-0.528, -2.686, -2.011], [0.237, -1.159, -0.420], [-1.719, 0.916, 0.344], [-2.052, 0.552, -1.516], [-0.532, 2.429, -0.751], [0.171, 1.218, -1.784], [1.868, 1.605, 0.040], [1.016, 0.118, 0.402], [-0.550, 1.363, 2.048], [1.117, 1.923, 2.489], [0.214, 2.937, 1.354], [-1.515, -2.199, 1.139], [-2.595, -1.316, 0.298], [3.218, -1.283, 1.602], [4.609, -0.546, 1.675], [4.003, -1.138, 2.115]], "homo_energy_ha": [0.039, -0.207], "spin_multiplicity": 2, "charge": -1, "homo_lumo_gap_ha": [0.0935, 0.3378], "energy_ha": -368.68457}